(1)
Formula: CH8N3O
Source: OMol25
Level of theory: the ωB97M-V functional and the def2-TZVPD basis

Calculated values
Net charge ... +1
LUMO level ... -9.6 eV
E_HOMO ... -15.66 eV

Last column: natural (NBO) charge in e.
Cartesian coordinates (Å):
N  -0.64  -0.71  -1.63  -0.62
C  -0.72  -0.46  -0.14  0.10
N  0.34  -1.12  0.54  -0.62
N  -0.65  0.93  -0.03  -0.20
H  -1.14  -1.53  -1.97  0.42
H  -0.86  0.12  -2.15  0.41
H  0.82  -1.84  0.00  0.40
H  1.13  -0.52  0.85  0.44
H  -1.70  -0.82  0.23  0.27
H  -1.49  1.33  0.40  0.38
H  0.90  1.37  0.97  0.47
H  2.19  2.02  1.66  0.51
O  1.81  1.24  1.28  -0.95



(2)
Formula: C26H54O17S5
Source: OMol25
Level of theory: the ωB97M-V functional and the def2-TZVPD basis

Calculated values
LUMO level ... -0.1 eV
E_HOMO ... -8.64 eV

Last column: Löwdin charge in e.
Cartesian coordinates (Å):
C  -2.77  -3.24  2.23  -0.02
C  -2.23  -1.95  2.75  -0.31
C  -2.76  -0.68  2.06  -0.10
O  -3.34  0.09  3.10  0.06
C  -3.29  -0.59  4.27  -0.56
O  -3.75  -0.21  5.29  0.17
O  -2.62  -1.76  4.12  0.09
H  -2.56  -3.29  1.15  0.07
H  -3.85  -3.34  2.38  0.09
H  -2.25  -4.09  2.67  0.08
H  -1.14  -1.98  2.72  0.14
H  -3.43  -0.91  1.23  0.11
H  -1.91  -0.13  1.66  0.09
C  -1.73  3.65  -1.58  -0.02
C  -2.91  3.25  -0.73  -0.30
C  -2.51  2.25  0.37  -0.09
O  -3.19  2.79  1.53  0.05
C  -3.54  4.07  1.30  -0.57
O  -3.97  4.81  2.13  0.16
O  -3.32  4.40  0.01  0.09
H  -0.88  3.90  -0.94  0.08
H  -1.91  4.56  -2.17  0.09
H  -1.44  2.84  -2.24  0.08
H  -3.70  2.83  -1.35  0.15
H  -1.46  2.24  0.62  0.10
H  -2.92  1.28  0.13  0.10
C  1.62  -4.94  -1.32  -0.02
C  0.73  -5.48  -0.23  -0.29
C  1.46  -6.47  0.71  -0.07
O  1.30  -5.92  2.02  0.07
C  0.63  -4.75  1.96  -0.57
O  0.31  -4.09  2.89  0.17
O  0.42  -4.40  0.66  0.04
H  1.97  -5.76  -1.96  0.09
H  2.51  -4.45  -0.93  0.08
H  1.07  -4.26  -1.98  0.08
H  -0.18  -5.96  -0.61  0.15
H  2.52  -6.58  0.51  0.13
H  1.02  -7.47  0.74  0.13
C  3.52  5.95  0.98  -0.02
C  3.51  4.44  1.03  -0.32
C  2.27  3.82  1.68  -0.07
O  1.47  3.48  0.53  0.05
C  2.30  3.30  -0.52  -0.56
O  2.02  2.73  -1.52  0.14
O  3.51  3.86  -0.27  0.08
H  4.42  6.28  0.45  0.09
H  3.55  6.33  2.00  0.09
H  2.67  6.35  0.43  0.10
H  4.42  4.13  1.56  0.15
H  1.72  4.51  2.30  0.14
H  2.52  2.88  2.18  0.12
C  2.64  -0.02  -6.36  -0.26
S  3.10  1.21  -7.61  0.82
O  1.91  1.37  -8.48  -0.56
C  3.17  2.65  -6.51  -0.26
H  1.81  -0.61  -6.76  0.05
H  2.29  0.45  -5.44  0.03
H  3.51  -0.64  -6.13  0.05
H  2.25  3.21  -6.69  0.06
H  4.00  3.31  -6.80  0.04
H  3.26  2.38  -5.46  0.04
C  -0.78  -1.83  -1.06  -0.25
S  -0.44  -0.07  -1.10  0.86
O  -0.10  0.31  0.31  -0.55
C  1.13  -0.23  -1.96  -0.24
H  -0.12  -2.35  -0.37  0.05
H  -0.73  -2.19  -2.09  0.06
H  -1.80  -1.94  -0.69  0.01
H  1.56  0.77  -2.01  0.02
H  0.92  -0.52  -3.00  0.06
H  1.83  -0.88  -1.44  0.03
C  2.90  -1.41  1.19  -0.25
S  4.49  -1.46  0.37  0.83
O  4.13  -2.04  -0.96  -0.56
C  4.62  0.31  0.24  -0.27
H  3.01  -1.06  2.22  0.06
H  2.49  -2.42  1.24  0.04
H  2.27  -0.72  0.63  0.02
H  4.44  0.73  1.23  0.05
H  3.90  0.74  -0.46  0.05
H  5.60  0.67  -0.10  0.06
C  -5.86  -2.20  -0.58  -0.25
S  -4.81  -1.66  -1.94  0.84
O  -3.84  -0.69  -1.38  -0.57
C  -3.95  -3.24  -2.13  -0.27
H  -6.64  -1.46  -0.44  0.05
H  -5.29  -2.36  0.33  0.04
H  -6.33  -3.14  -0.87  0.06
H  -3.18  -3.13  -2.89  0.05
H  -4.67  -3.97  -2.50  0.06
H  -3.57  -3.57  -1.16  0.04
C  -1.17  2.87  4.63  -0.24
S  0.39  2.05  4.99  0.80
O  0.04  0.97  5.95  -0.54
C  0.52  1.27  3.38  -0.27
H  -1.11  3.44  3.70  0.05
H  -1.54  3.48  5.45  0.06
H  -1.88  2.06  4.45  0.05
H  1.57  1.01  3.18  0.03
H  0.25  1.88  2.52  0.03
H  -0.04  0.34  3.37  0.06



(3)
Formula: C4H12NO2
Source: OMol25
Level of theory: the ωB97M-V functional and the def2-TZVPD basis

Calculated values
Net charge ... -1
LUMO level ... 3.9 eV
E_HOMO ... -3.48 eV

Last column: natural (NBO) charge in e.
Cartesian coordinates (Å):
C  0.18  0.04  1.40  -0.39
N  1.63  0.90  0.66  -0.56
C  1.45  1.06  -0.75  0.03
O  0.24  1.69  -1.24  -0.81
C  -0.52  -1.37  1.46  -0.39
C  -0.50  -2.02  0.06  -0.70
H  -0.47  0.70  0.90  0.25
H  0.28  0.36  2.43  0.20
H  1.26  -0.21  0.94  0.32
H  1.56  0.15  -1.25  0.13
H  2.26  1.73  -1.14  0.18
H  0.01  -1.96  2.17  0.17
H  -1.62  -1.24  1.76  0.21
H  -0.90  -3.06  0.13  0.18
H  0.61  -2.04  -0.30  0.16
H  -1.17  -1.37  -0.64  0.34
H  -0.51  1.03  -1.24  0.52
H  -2.48  0.28  -0.65  0.40
O  -1.97  -0.05  -1.36  -1.26



(4)
Formula: C32H20CuN6O9S
Source: OMol25
Level of theory: the ωB97M-V functional and the def2-TZVPD basis

Calculated values
Net charge ... -2
Multiplicity ... 2
LUMO level (spin up / spin down) ... 3.2 / 3.2 eV
E_HOMO (spin up / spin down) ... -2.25 / -2.20 eV

Last column: natural (NBO) charge in e.
Cartesian coordinates (Å):
Cu  -0.14  1.18  -1.42  1.43
O  0.83  5.10  -1.85  -0.69
C  0.71  3.89  -1.61  0.62
N  -0.23  3.03  -1.99  -0.74
C  -1.37  3.34  -2.74  0.21
C  -1.81  4.62  -3.05  -0.27
C  -2.99  4.79  -3.78  -0.25
C  -3.71  3.69  -4.19  -0.25
C  -3.28  2.40  -3.89  -0.25
C  -2.10  2.20  -3.18  0.12
N  -1.52  0.96  -2.85  -0.73
C  -1.88  -0.17  -3.46  0.62
O  -2.87  -0.40  -4.17  -0.69
C  -0.89  -1.31  -3.32  0.17
C  -1.36  -2.57  -2.97  -0.22
C  -0.46  -3.61  -2.85  -0.19
C  0.88  -3.37  -3.13  -0.28
C  1.24  -2.09  -3.52  0.03
N  0.39  -1.08  -3.61  -0.41
C  1.75  3.21  -0.74  0.15
C  2.74  3.94  -0.11  -0.22
C  3.63  3.27  0.72  -0.16
C  3.50  1.91  0.90  -0.24
C  2.48  1.25  0.22  0.07
N  1.64  1.89  -0.58  -0.50
H  -1.23  5.46  -2.72  0.24
H  -3.33  5.79  -4.01  0.19
H  -4.63  3.82  -4.75  0.18
H  -3.84  1.54  -4.22  0.24
H  -2.42  -2.69  -2.76  0.23
H  -0.79  -4.60  -2.54  0.20
H  1.62  -4.15  -3.05  0.20
H  2.28  -1.87  -3.76  0.18
H  2.77  5.01  -0.27  0.24
H  4.39  3.82  1.26  0.20
H  4.13  1.36  1.59  0.22
H  2.30  0.19  0.34  0.21
O  2.47  1.84  3.95  -0.99
S  1.09  2.27  3.90  2.29
O  0.74  3.34  4.80  -0.97
N  0.59  2.54  2.40  -0.91
C  -0.34  1.65  2.00  0.64
O  -0.88  1.58  0.90  -0.68
C  -0.70  0.65  3.08  -0.15
C  -1.61  -0.38  3.01  -0.18
C  -1.75  -1.20  4.12  -0.22
C  -0.99  -0.99  5.27  -0.22
C  -0.08  0.05  5.34  -0.23
C  0.04  0.86  4.22  -0.23
H  -2.18  -0.54  2.10  0.26
H  -2.45  -2.03  4.10  0.20
H  -1.11  -1.65  6.12  0.20
H  0.52  0.23  6.22  0.22
O  -1.82  -1.36  -0.15  -0.68
C  -0.60  -1.41  -0.14  0.78
O  0.24  -0.64  -0.71  -0.83
C  0.07  -2.57  0.61  -0.10
C  -0.72  -3.41  1.39  -0.18
C  -0.15  -4.46  2.09  -0.19
C  1.21  -4.67  1.97  -0.01
C  2.02  -3.86  1.19  -0.21
C  1.43  -2.80  0.51  -0.13
N  1.82  -5.79  2.69  0.54
O  1.10  -6.50  3.37  -0.40
O  3.02  -5.97  2.57  -0.40
H  -1.78  -3.21  1.44  0.24
H  -0.74  -5.12  2.71  0.23
H  3.08  -4.06  1.12  0.23
H  2.02  -2.14  -0.11  0.23



(5)
Formula: C50H116N4O8
Source: OMol25
Level of theory: the ωB97M-V functional and the def2-TZVPD basis

Calculated values
SMILES ... CCN(CC)CC.CCN(CC)CC.CCN(CC)CC.CCN(CC)CC.C1CCOC1.C1CCOC1.C1CCOC1.C1CCOC1.C1CCOC1.C1CCOC1.CO.CO
LUMO level ... 0.2 eV
E_HOMO ... -8.08 eV

Last column: Löwdin charge in e.
Cartesian coordinates (Å):
C  0.62  -8.56  -3.74  -0.08
C  -0.25  -8.79  -2.49  -0.24
N  -1.66  -8.36  -2.69  -0.19
C  -1.86  -6.90  -2.70  -0.23
C  -1.33  -6.16  -1.42  -0.08
C  -2.61  -9.09  -1.83  -0.24
C  -2.62  -10.63  -2.05  -0.09
H  1.69  -8.80  -3.66  0.07
H  0.54  -7.52  -4.06  0.05
H  0.23  -9.13  -4.58  0.07
H  -0.30  -9.85  -2.24  0.09
H  0.30  -8.33  -1.66  0.10
H  -1.42  -6.51  -3.62  0.10
H  -2.93  -6.73  -2.77  0.10
H  -1.66  -5.12  -1.32  0.06
H  -1.59  -6.69  -0.51  0.06
H  -0.24  -6.13  -1.41  0.05
H  -3.63  -8.72  -1.97  0.11
H  -2.34  -8.85  -0.80  0.10
H  -3.43  -11.03  -1.44  0.07
H  -1.70  -11.19  -1.88  0.06
H  -2.85  -10.87  -3.09  0.07
C  -0.96  -7.26  4.70  -0.08
C  -0.56  -5.89  4.12  -0.29
N  0.27  -5.11  5.01  -0.17
C  -0.60  -4.60  6.15  -0.21
C  0.25  -4.02  7.36  -0.08
C  0.85  -3.94  4.31  -0.26
C  1.83  -4.33  3.21  -0.10
H  -1.39  -7.87  3.90  0.07
H  -1.66  -7.23  5.54  0.05
H  -0.07  -7.74  5.11  0.08
H  0.00  -6.12  3.22  0.10
H  -1.39  -5.34  3.70  0.11
H  -1.30  -3.83  5.82  0.11
H  -1.10  -5.46  6.59  0.09
H  0.79  -3.14  7.02  0.04
H  -0.30  -3.79  8.28  0.06
H  1.05  -4.72  7.60  0.07
H  1.41  -3.26  4.95  0.10
H  0.04  -3.32  3.91  0.11
H  2.36  -3.45  2.84  0.07
H  1.39  -4.76  2.31  0.06
H  2.56  -5.01  3.64  0.08
C  -2.33  7.05  -1.31  -0.08
C  -2.82  7.27  -2.75  -0.24
N  -4.25  6.91  -2.97  -0.19
C  -5.12  7.85  -2.27  -0.27
C  -6.62  7.49  -2.30  -0.07
C  -4.59  6.87  -4.38  -0.27
C  -3.69  6.01  -5.26  -0.10
H  -2.65  7.96  -0.79  0.06
H  -1.24  7.02  -1.19  0.07
H  -2.81  6.19  -0.86  0.08
H  -2.65  8.25  -3.21  0.12
H  -2.25  6.59  -3.37  0.09
H  -4.75  7.98  -1.25  0.10
H  -5.01  8.83  -2.71  0.11
H  -6.99  7.48  -3.33  0.06
H  -6.73  6.48  -1.91  0.07
H  -7.16  8.22  -1.70  0.07
H  -4.44  7.87  -4.78  0.11
H  -5.63  6.59  -4.54  0.10
H  -3.48  5.00  -4.89  0.07
H  -2.74  6.46  -5.55  0.07
H  -4.14  5.77  -6.23  0.07
C  5.24  1.12  3.95  -0.08
C  5.53  1.85  2.58  -0.22
N  6.77  1.42  1.91  -0.21
C  7.97  1.55  2.72  -0.27
C  8.39  2.92  3.16  -0.09
C  6.89  1.97  0.59  -0.27
C  7.98  1.28  -0.26  -0.08
H  5.40  0.04  3.91  0.07
H  4.23  1.26  4.35  0.06
H  5.88  1.43  4.77  0.06
H  4.66  1.63  1.96  0.10
H  5.52  2.94  2.70  0.10
H  8.83  1.10  2.22  0.10
H  7.78  0.94  3.60  0.10
H  9.38  2.86  3.62  0.07
H  7.75  3.48  3.84  0.07
H  8.51  3.53  2.26  0.06
H  5.96  1.78  0.04  0.11
H  7.06  3.03  0.73  0.10
H  7.69  0.25  -0.42  0.07
H  8.02  1.81  -1.22  0.07
H  9.00  1.23  0.11  0.06
C  -1.77  2.60  6.76  -0.22
C  -1.06  2.90  8.03  -0.16
C  -0.02  1.73  8.15  -0.16
O  -0.39  0.83  7.09  -0.14
C  -0.92  1.64  6.05  -0.24
H  -1.97  3.56  6.28  0.12
H  -2.75  2.15  6.92  0.12
H  -1.76  2.86  8.87  0.11
H  -0.58  3.87  7.98  0.11
H  0.01  1.24  9.13  0.12
H  0.98  2.07  7.90  0.11
H  -1.47  1.06  5.31  0.13
H  -0.15  2.18  5.49  0.12
C  0.84  3.87  -7.89  -0.17
C  0.76  2.79  -6.83  -0.17
C  0.85  3.55  -5.49  -0.18
O  1.15  4.90  -5.84  -0.14
C  1.58  4.96  -7.18  -0.24
H  -0.19  4.20  -8.04  0.11
H  1.17  3.49  -8.86  0.12
H  1.66  2.17  -6.85  0.11
H  -0.14  2.17  -6.83  0.11
H  1.71  3.27  -4.88  0.12
H  -0.13  3.43  -5.03  0.11
H  2.66  4.90  -7.29  0.11
H  1.45  5.96  -7.60  0.12
C  -0.92  1.94  0.40  -0.14
C  -0.19  0.69  0.92  -0.18
C  0.59  0.20  -0.33  -0.19
O  0.90  1.38  -1.09  -0.15
C  0.24  2.48  -0.53  -0.22
H  -1.19  2.55  1.26  0.10
H  -1.82  1.75  -0.19  0.11
H  -0.89  -0.09  1.21  0.11
H  0.51  0.91  1.73  0.11
H  -0.09  -0.41  -0.91  0.11
H  1.48  -0.38  -0.08  0.11
H  -0.07  3.16  -1.32  0.11
H  0.97  3.02  0.08  0.11
C  -7.56  -4.33  0.38  -0.14
C  -7.20  -2.85  0.55  -0.17
C  -5.71  -2.81  0.39  -0.22
O  -5.24  -4.05  0.90  -0.13
C  -6.19  -5.02  0.64  -0.23
H  -7.94  -4.64  -0.59  0.11
H  -8.27  -4.60  1.16  0.10
H  -7.49  -2.54  1.55  0.11
H  -7.76  -2.21  -0.14  0.11
H  -5.16  -1.96  0.80  0.12
H  -5.49  -2.76  -0.68  0.11
H  -6.24  -5.69  1.50  0.11
H  -5.81  -5.62  -0.19  0.11
C  4.04  -3.71  -4.02  -0.18
C  4.52  -2.44  -3.33  -0.17
C  4.08  -1.35  -4.33  -0.17
O  3.72  -2.06  -5.53  -0.15
C  4.22  -3.37  -5.50  -0.23
H  3.00  -3.93  -3.77  0.11
H  4.73  -4.50  -3.70  0.11
H  5.61  -2.41  -3.34  0.11
H  4.20  -2.35  -2.30  0.11
H  4.80  -0.56  -4.57  0.11
H  3.16  -0.86  -4.02  0.11
H  5.27  -3.47  -5.78  0.11
H  3.65  -3.96  -6.21  0.12
C  2.23  5.55  3.94  -0.17
C  2.98  6.51  3.01  -0.17
C  4.11  7.05  3.85  -0.20
O  4.13  6.27  5.06  -0.16
C  2.77  5.86  5.37  -0.17
H  2.47  4.50  3.79  0.10
H  1.15  5.53  3.88  0.10
H  2.29  7.27  2.65  0.11
H  3.30  5.92  2.15  0.11
H  3.95  8.11  4.06  0.12
H  5.04  6.90  3.29  0.12
H  2.27  6.73  5.77  0.11
H  2.73  5.08  6.13  0.11
C  -5.38  2.49  -3.01  -0.23
O  -5.31  3.25  -1.90  -0.10
H  -5.74  1.49  -2.77  0.08
H  -5.98  2.96  -3.79  0.08
H  -4.36  2.26  -3.30  0.08
H  -5.01  4.10  -2.22  0.06
C  -2.34  -1.89  -4.55  -0.17
O  -2.78  -1.03  -5.59  -0.12
H  -2.75  -1.58  -3.58  0.07
H  -2.68  -2.91  -4.72  0.07
H  -1.26  -1.85  -4.45  0.07
H  -2.63  -1.52  -6.40  0.07



(6)
Formula: C29H26BrN5O3PSW
Source: OMol25
Level of theory: the ωB97M-V functional and the def2-TZVPD basis

Calculated values
Net charge ... +3
LUMO level (spin up / spin down) ... -10.3 / -10.4 eV
E_HOMO (spin up / spin down) ... -15.99 / -15.99 eV

Last column: natural (NBO) charge in e.
Cartesian coordinates (Å):
W  0.04  0.47  -0.44  1.12
C  -5.14  1.90  0.27  -0.69
C  -4.43  0.61  0.17  0.39
N  -4.95  -0.57  0.25  -0.17
N  -3.92  -1.45  0.09  -0.30
C  -2.77  -0.85  -0.08  0.25
S  -1.16  -1.48  -0.35  0.21
N  -3.06  0.46  -0.03  -0.21
N  -2.05  1.44  -0.18  -0.61
H  -6.19  1.71  0.43  0.30
H  -5.03  2.48  -0.65  0.26
H  -4.76  2.49  1.11  0.26
H  -4.11  -2.44  0.10  0.47
H  -2.11  2.08  0.61  0.44
H  -2.21  1.95  -1.05  0.43
O  -1.12  1.08  2.21  -0.57
N  0.18  0.82  1.70  -0.29
C  1.08  0.93  2.64  0.25
C  2.46  0.59  2.67  -0.17
C  3.10  0.83  3.89  -0.08
C  4.42  0.44  4.09  -0.18
C  5.09  -0.21  3.07  -0.09
C  4.47  -0.45  1.84  -0.16
C  3.16  -0.05  1.63  -0.32
P  2.46  -0.18  -0.03  1.15
C  3.08  -1.69  -0.75  -0.45
C  3.53  -1.75  -2.07  -0.17
C  3.97  -2.96  -2.59  -0.18
C  3.94  -4.11  -1.81  -0.14
C  3.47  -4.05  -0.50  -0.21
C  3.04  -2.85  0.03  -0.13
C  3.03  1.32  -0.84  -0.29
C  4.23  1.49  -1.53  -0.21
C  4.52  2.72  -2.10  -0.14
C  3.63  3.78  -2.00  -0.16
C  2.43  3.62  -1.31  -0.17
C  2.15  2.40  -0.73  -0.25
H  -1.30  0.38  2.86  0.50
H  0.67  1.30  3.58  0.24
H  2.56  1.31  4.70  0.24
H  4.91  0.63  5.03  0.27
H  6.12  -0.52  3.21  0.26
H  5.02  -0.96  1.06  0.25
H  3.54  -0.87  -2.69  0.23
H  4.33  -3.01  -3.61  0.24
H  4.28  -5.05  -2.22  0.25
H  3.46  -4.95  0.11  0.25
H  2.70  -2.81  1.06  0.22
H  4.94  0.67  -1.61  0.24
H  5.46  2.85  -2.62  0.25
H  3.87  4.73  -2.45  0.26
H  1.74  4.45  -1.22  0.24
H  1.24  2.36  -0.10  0.17
Br  2.46  -1.37  -7.31  0.16
C  1.41  -0.12  -6.39  -0.10
C  0.78  0.91  -7.09  -0.12
C  0.00  1.85  -6.42  -0.20
C  -0.16  1.77  -5.05  -0.13
C  0.47  0.73  -4.36  -0.17
C  1.26  -0.22  -5.02  -0.17
C  0.35  0.63  -2.94  0.82
O  -0.39  1.42  -2.20  -0.71
O  0.93  -0.25  -2.21  -0.65
H  0.91  0.98  -8.16  0.26
H  -0.48  2.64  -6.98  0.25
H  -0.76  2.49  -4.52  0.23
H  1.73  -1.02  -4.47  0.24



no.,total energy (eV)
1,-7672.1401
2,-116818.6889
3,-9923.3252
4,-116354.7111
5,-76064.0205
6,-136054.1370